ORCA calculation (ωB97M-V/def2-TZVPD) on a structure of composition C55H65KN3O2SbSi3 at a distorted geometry.

Last column: Löwdin charge in e.
Element x y z (Å)
K 0.87154 0.51261 -0.10925  0.708
O 1.11794 0.00901 2.01025  -0.441
C 2.02764 0.26881 2.94275  -0.536
C 3.30084 1.01271 2.34165  -0.039
C 3.91394 0.28491 1.20155  -0.258
C 4.98324 -0.59549 1.38245  -0.020
C 5.52144 -1.22709 0.27685  -0.074
C 4.96764 -0.98199 -0.96495  -0.044
C 3.86664 -0.11939 -1.06335  -0.297
C 3.22634 -0.00399 -2.41335  -0.040
C 2.19674 1.12781 -2.79845  -0.564
O 1.04544 1.07611 -2.12565  -0.358
C 2.02384 0.83491 -4.30975  -0.158
C 2.90704 1.32521 -5.26285  -0.050
C 2.77394 0.97901 -6.59605  -0.112
C 1.75294 0.13081 -6.99335  -0.128
C 0.85914 -0.35079 -6.04975  -0.089
C 0.99384 0.00021 -4.71925  -0.008
C 2.73974 2.54911 -2.64675  -0.134
C 3.86364 2.93141 -1.92455  -0.023
C 4.12474 4.27051 -1.67235  -0.100
C 3.28744 5.25831 -2.15825  -0.126
C 2.18884 4.89281 -2.92335  -0.103
C 1.92814 3.56011 -3.16065  -0.051
N 3.38934 0.50781 -0.00165  0.106
C 1.47934 1.16711 4.08725  -0.122
C 2.25394 1.72051 5.10125  -0.042
C 1.66864 2.44251 6.12795  -0.109
C 0.29864 2.63951 6.15255  -0.121
C -0.48246 2.08801 5.15175  -0.083
C 0.10304 1.34141 4.14595  -0.039
C 2.42804 -0.96639 3.78245  -0.123
C 1.43284 -1.92269 3.95245  -0.025
C 1.61034 -3.01369 4.77705  -0.085
C 2.79724 -3.17359 5.47335  -0.120
C 3.79984 -2.23469 5.31205  -0.106
C 3.61784 -1.14089 4.48005  -0.060
H 4.03994 1.18591 3.12135  0.093
H 2.92064 1.96841 1.98305  0.129
H 5.39034 -0.77759 2.36605  0.095
H 6.35284 -1.91729 0.38885  0.100
H 5.35954 -1.47169 -1.84795  0.108
H 2.63294 -0.91569 -2.52325  0.139
H 4.01894 -0.03499 -3.16915  0.121
H 3.70944 1.98451 -4.95635  0.113
H 3.47834 1.35651 -7.33055  0.087
H 1.65764 -0.15099 -8.03615  0.084
H 0.06574 -1.01979 -6.35575  0.092
H 0.31244 -0.36129 -3.96505  0.104
H 4.54114 2.17861 -1.55195  0.100
H 4.99734 4.55111 -1.09275  0.091
H 3.48734 6.30271 -1.94385  0.085
H 1.53194 5.65431 -3.32795  0.094
H 1.06604 3.26591 -3.73895  0.123
H 3.32524 1.58201 5.12695  0.097
H 2.28084 2.85221 6.92545  0.088
H -0.15576 3.20721 6.95665  0.086
H -1.55336 2.24181 5.16615  0.087
H -0.49006 0.87631 3.37215  0.075
H 0.50444 -1.77329 3.41935  0.092
H 0.82524 -3.75089 4.87245  0.096
H 2.92764 -4.01349 6.14545  0.086
H 4.72954 -2.34109 5.85895  0.088
H 4.42754 -0.42829 4.39605  0.091
C -3.57316 -2.26379 1.73425  -0.328
Sb -1.72386 -1.13209 1.11255  1.508
C -0.97356 -2.28429 -0.50575  -0.489
C -1.72986 -2.86889 -1.56315  -0.458
C -3.03106 -3.42739 -1.45035  -0.083
C -3.63356 -4.01829 -2.53165  -0.116
C -2.97326 -4.03599 -3.76175  -0.115
C -1.69386 -3.49989 -3.78495  -0.199
N -1.08456 -2.96619 -2.75495  0.074
Si 0.50314 -3.33079 -0.09635  0.458
C 2.10424 -2.62089 0.63355  -0.158
C -0.07186 -4.56809 1.28685  -0.194
C 1.08404 -4.47689 -1.53095  -0.193
C -3.15836 0.65201 0.11515  -0.457
C -2.09616 1.65511 0.04665  -0.505
C -1.71796 2.36611 -1.09765  -0.044
C -0.71976 3.30841 -1.02145  -0.065
C -0.09816 3.55301 0.19605  -0.065
C -0.53046 2.81501 1.27995  -0.167
N -1.48846 1.91091 1.21685  0.025
Si -4.01796 0.30061 -1.53935  0.534
C -5.08186 1.81361 -2.13295  -0.187
C -2.81556 -0.10709 -2.96055  -0.154
C -5.35026 -1.07609 -1.51545  -0.167
Si -4.30316 1.25161 1.50905  0.507
C -4.68556 3.12161 1.25295  -0.165
C -6.06876 0.49161 1.59275  -0.185
C -3.67086 1.16821 3.31075  -0.183
H -3.31966 -3.31039 1.88285  -0.019
H -4.37066 -2.17549 1.00915  -0.039
H -3.92246 -1.86189 2.68165  -0.036
H -3.49306 -3.47149 -0.47665  0.073
H -4.60896 -4.49109 -2.42965  0.098
H -3.42786 -4.46769 -4.64475  0.075
H -1.11586 -3.51939 -4.70795  0.095
H 1.90944 -1.67379 1.11445  -0.015
H 2.86534 -2.46569 -0.12125  0.016
H 2.51154 -3.28209 1.39405  0.038
H -0.21026 -4.00959 2.20845  -0.006
H 0.62874 -5.37519 1.48535  0.008
H -1.02826 -5.01319 1.02825  0.007
H 1.31604 -3.88179 -2.40525  0.005
H 0.30104 -5.17169 -1.81915  0.013
H 1.97014 -5.05419 -1.27205  0.013
H -2.20406 2.18411 -2.03895  0.085
H -0.43876 3.87581 -1.89315  0.096
H 0.68404 4.29421 0.28145  0.103
H -0.10586 2.97421 2.26575  0.105
H -4.53246 2.74431 -2.03915  0.010
H -5.99166 1.91181 -1.54745  0.006
H -5.37566 1.71091 -3.17515  0.016
H -2.89816 0.59501 -3.78625  0.031
H -3.00026 -1.09859 -3.35695  0.012
H -1.78876 -0.08379 -2.61195  0.020
H -6.12866 -0.90749 -0.78205  0.001
H -4.89746 -2.03349 -1.30675  -0.022
H -5.82546 -1.15389 -2.48985  0.030
H -5.21366 3.28891 0.32195  0.003
H -3.76466 3.69111 1.21055  0.019
H -5.29506 3.52921 2.05455  0.018
H -6.62236 0.67861 0.68015  0.002
H -6.62396 0.94211 2.41115  0.019
H -6.04346 -0.57769 1.75935  0.007
H -2.70096 1.64091 3.35905  -0.016
H -3.55716 0.14891 3.66015  0.010
H -4.34346 1.68611 3.99035  0.024

Summary:
E	-4158.30877	Ha
frontier orbital gap	0.193	Eh
2S+1	1
energy above the lowest of the compared OMol25 structures with the same formula, charge and spin	292.8	kJ/mol
HOMO energy	-1.407	eV
net charge	-2

***

ORCA calculation (ωB97M-V/def2-TZVPD) on an isolated molecule of C5H6Br2 at a distorted geometry.

Last column: natural (NBO) charge in e.
Element x y z (Å)
Br -2.43275 1.55888 -0.14459  0.033
C -1.36434 -0.09930 0.23055  -0.083
Br -2.50349 -1.76168 -0.03386  0.026
C -0.42276 -0.10525 1.39045  -0.443
C 0.18960 0.05717 0.04154  -0.112
C 0.97101 0.84814 -0.84076  -0.395
C 1.13417 -0.62275 -0.73496  -0.404
H -0.24213 -1.06498 1.70607  0.231
H -0.38695 0.72531 2.09934  0.233
H 1.87106 1.27107 -0.22915  0.223
H 0.41510 1.29726 -1.63780  0.244
H 0.72064 -1.14372 -1.58900  0.227
H 2.05087 -0.96017 -0.25785  0.221

Summary:
E	-5342.03430	Ha
SMILES	BrC1(Br)CC12CC2
frontier orbital gap	0.369	Eh
2S+1	1
energy above the lowest of the compared OMol25 structures with the same formula, charge and spin	209.9	kJ/mol
HOMO energy	-9.794	eV
net charge	0

***

ORCA calculation (ωB97M-V/def2-TZVPD) on an isolated molecule of C7H12O at a distorted geometry.

Last column: natural (NBO) charge in e.
Element x y z (Å)
C 0.36328 0.63983 -0.25824  0.051
C 1.57163 -0.24744 -0.43815  0.063
C 0.63892 -0.84113 0.54671  -0.417
C -1.11508 -0.44658 0.18444  -0.076
C -0.88224 0.40555 -1.04100  -0.465
C 0.50205 1.93543 0.48906  -0.614
C -1.72190 -1.81644 -0.01491  -0.600
O 2.80974 0.32971 -0.01791  -0.706
H 3.20214 -0.20165 0.68885  0.476
H 1.66365 -0.73353 -1.40709  0.165
H 0.87534 -0.58921 1.58412  0.187
H -1.59651 0.08593 1.00714  0.216
H -0.75852 -0.13714 -1.97889  0.219
H -1.53026 1.27115 -1.17155  0.223
H 1.02203 2.66297 -0.14013  0.227
H 1.07901 1.82056 1.40842  0.226
H -0.47692 2.34448 0.75292  0.205
H -2.77884 -1.70102 -0.28750  0.191
H -1.65420 -2.41063 0.89763  0.216
H -1.21335 -2.37086 -0.80391  0.213

Summary:
E	-349.00566	Ha
frontier orbital gap	0.311	Eh
2S+1	1
energy above the lowest of the compared OMol25 structures with the same formula, charge and spin	375.4	kJ/mol
HOMO energy	-7.454	eV
net charge	0

***

ORCA calculation (ωB97M-V/def2-TZVPD) on the ion C5H6N with charge +1 at a distorted geometry.

Last column: natural (NBO) charge in e.
Element x y z (Å)
C 1.12148 -0.04245 0.19002  -0.485
C 0.45960 -0.05296 1.67862  -0.197
C -0.80870 0.43519 -1.43298  -0.342
C -1.81200 -0.14867 -1.91737  0.402
C -0.31796 0.05136 -0.04703  0.239
N -0.86802 0.14461 1.08119  -0.247
H 1.74114 0.86567 -0.07444  0.259
H 1.58613 -0.99582 0.15650  0.260
H 0.62697 -1.09349 2.08985  0.230
H 0.70746 0.68268 2.37747  0.237
H 0.05676 1.01142 -1.79902  0.367
H -2.49285 -0.85755 -2.30281  0.276

Summary:
E	-248.38426	Ha
frontier orbital gap	0.281	Eh
2S+1	1
energy above the lowest of the compared OMol25 structures with the same formula, charge and spin	607.6	kJ/mol
HOMO energy	-15.284	eV
net charge	+1